Density functional theory data (ωB97M-V/def2-TZVPD) for a molecular structure, C34H43Cl2N3O10S2SiTa.

```
96
Properties=species:S:1:pos:R:3
Ta 1.767 0.924 0.634
Cl -4.219 -4.229 -4.324
Cl 3.834 1.268 7.782
S 4.530 0.519 0.281
S 2.046 3.635 -1.212
Si -1.105 0.978 0.731
O 1.607 5.013 -1.069
O 5.317 1.721 0.380
O 2.495 2.647 1.775
O 5.224 -0.681 -0.070
O 1.325 0.377 2.574
O 0.768 -3.501 -1.323
O 1.709 -1.194 0.411
O 3.330 0.753 -0.707
O 3.637 0.344 1.517
O 1.052 -0.124 -1.342
N 1.332 2.594 -0.441
N 2.012 1.695 -3.936
N 2.672 -3.193 -6.045
C -1.654 -0.686 3.072
C -1.295 -1.893 0.975
C 1.211 -0.098 -5.306
C -0.704 -2.755 -3.118
C -0.372 -3.600 -2.072
C 1.923 0.585 3.702
C 3.332 -0.282 -4.207
C 2.339 -0.118 5.981
C -1.920 -0.617 1.560
C -3.443 -0.739 1.377
C -1.228 -4.642 -1.692
C 2.364 -0.827 -5.036
C -1.242 2.214 -1.925
C -2.014 1.252 -1.007
C -1.889 -2.947 -3.819
C 3.298 1.944 5.218
C 1.437 -1.199 -0.834
C -0.858 -5.523 -0.536
C 2.537 -2.143 -5.599
C 1.084 1.152 -4.721
C 3.114 1.031 6.213
C -1.585 2.534 1.865
C 3.109 0.986 -3.689
C -0.717 2.606 3.130
C -2.125 -0.050 -1.805
C -1.357 3.867 1.136
C 1.710 -2.480 -1.601
C -2.725 -3.979 -3.457
C 2.911 2.709 2.942
C 1.753 -0.335 4.764
C -3.440 1.820 -0.886
C -3.042 2.529 2.359
C 2.715 1.731 3.953
C -2.404 -4.819 -2.400
H 2.661 -2.853 -1.222
H -2.164 -2.280 -4.625
H 3.456 3.619 3.220
H -0.282 1.793 -2.224
H -0.673 -4.927 0.358
H -3.990 0.115 1.770
H -0.593 -0.602 3.293
H 0.436 -0.499 -5.944
H -2.005 -1.655 3.449
H -0.738 1.692 3.724
H -2.758 -0.805 -1.339
H -3.083 -5.614 -2.123
H -3.772 2.473 1.555
H 2.212 -0.835 6.781
H -1.654 -6.237 -0.327
H -1.080 3.426 3.763
H 3.896 2.831 5.386
H -1.543 4.690 1.838
H 1.807 -2.280 -2.667
H -1.057 3.187 -1.472
H -3.452 2.840 -0.505
H -3.789 -1.627 1.922
H -1.145 -0.484 -1.975
H 1.163 -1.222 4.579
H 0.061 -6.073 -0.745
H -3.730 -0.875 0.336
H 0.317 2.830 2.883
H 0.190 1.742 -4.887
H -4.096 1.219 -0.260
H -2.030 4.010 0.293
H -0.257 -2.005 1.284
H -1.849 -2.766 1.346
H -0.336 3.969 0.770
H -3.885 1.849 -1.889
H -3.227 3.464 2.905
H -2.565 0.170 -2.788
H -1.838 2.378 -2.833
H -0.079 -1.912 -3.368
H 3.838 1.438 -3.029
H 4.232 -0.827 -3.959
H -1.330 -1.928 -0.114
H -2.184 0.086 3.630
H -3.240 1.713 3.053
```

## Properties
F_max = 0.67 eV/A
lowest unoccupied orbital energy = 1.3 eV
ΔE to the lowest compared entry with this formula, charge and spin = 0.0 kJ/mol
net charge = -1



Density functional theory data (ωB97M-V/def2-TZVPD) for a molecular structure, C49H65ClN4O4Pt.

```
124
Properties=species:S:1:pos:R:3
Pt -0.311 -0.537 0.537
Cl -0.799 -2.700 1.171
O -2.180 -0.058 1.091
O -0.731 -1.095 -1.328
O -5.487 0.565 -1.975
O 0.235 0.083 2.396
N -3.804 1.503 0.900
N -3.717 -0.137 -0.658
N 0.254 1.352 -0.158
N 1.683 -1.101 0.209
C -2.965 -0.408 5.130
C -8.617 2.237 0.469
C -1.899 1.186 -4.587
C -3.185 0.395 0.423
C -7.691 1.450 2.536
C -1.940 -0.936 -3.342
C -4.875 1.873 -0.002
C -6.245 1.862 0.653
C -1.294 1.076 4.009
C -1.621 -3.183 -4.406
C -2.197 -0.170 -4.469
C -4.657 4.361 0.157
C -4.184 4.333 4.291
C -1.938 3.434 3.619
C -4.754 0.685 -1.022
C 2.284 -1.744 1.405
C -3.869 4.622 -2.474
C -3.945 5.746 -1.669
C -0.805 -1.407 4.498
C -2.533 5.863 3.222
C -0.462 2.301 2.093
C -2.188 1.907 -5.901
C -1.268 -0.308 -2.273
C -0.863 0.270 6.327
C -4.177 3.362 -1.969
C 0.495 2.345 0.945
C 2.396 0.177 -0.049
C -1.171 3.437 2.460
C -1.969 2.249 4.347
C -1.464 1.192 -7.050
C -4.344 5.612 -0.345
C -3.702 1.892 -6.162
C -2.691 4.656 4.146
C -0.506 1.118 2.847
C -4.572 3.223 -0.644
C -0.754 1.916 -1.091
C -6.422 1.456 1.969
C -1.712 3.358 -5.877
C -7.353 2.252 -0.096
C -1.388 1.805 -3.459
C -2.316 -3.130 -2.019
C 1.529 1.090 -0.885
C -1.463 -0.111 4.966
C -2.126 5.034 5.524
C 1.840 -2.028 -0.940
C -2.422 -2.397 -3.358
C -1.094 1.087 -2.300
C -8.790 1.840 1.790
C -3.916 -2.399 -3.735
H -1.013 -0.544 7.041
H 1.497 2.162 1.329
H -2.775 -2.558 -1.215
H -0.643 3.429 -5.663
H -1.641 2.134 -0.491
H -2.660 -0.663 -5.314
H -1.727 -2.754 -5.405
H -1.286 -3.341 -1.741
H -2.296 4.246 6.258
H -1.210 2.874 -3.453
H -0.559 -3.192 -4.151
H -4.487 -1.811 -3.015
H -3.503 0.395 5.636
H -1.488 6.171 3.141
H -2.907 5.654 2.218
H -2.252 3.945 -5.134
H -2.846 -4.082 -2.111
H 1.265 0.624 -1.834
H 3.357 -0.020 -0.530
H -3.711 6.723 -2.072
H -1.051 5.215 5.465
H -1.323 1.170 6.739
H -4.102 -1.990 -4.728
H 1.294 -2.942 -0.719
H -3.577 4.724 -3.510
H -2.561 2.236 5.253
H -1.769 0.149 -7.129
H -3.944 2.502 -7.036
H -7.816 1.133 3.564
H -1.100 4.322 1.838
H -7.218 2.552 -1.127
H -1.006 -2.184 5.240
H -1.213 -1.738 3.546
H -4.289 -3.426 -3.727
H -4.634 4.085 3.328
H 3.355 -1.870 1.225
H -4.719 5.191 4.704
H 0.210 0.450 6.237
H -4.063 0.880 -6.350
H 2.111 -1.112 2.271
H 2.037 2.033 -1.102
H 2.905 -2.239 -1.062
H -2.609 5.943 5.890
H -4.427 6.486 0.289
H 1.812 -2.709 1.560
H -9.472 2.536 -0.124
H 0.273 -1.308 4.387
H 1.426 -1.594 -1.841
H -4.250 2.283 -5.303
H -5.569 1.134 2.554
H -4.999 4.262 1.181
H -1.970 -4.217 -4.443
H -3.099 6.707 3.621
H -3.406 2.075 1.631
H -3.095 -1.314 5.725
H -3.428 -0.574 4.155
H -4.347 3.485 4.957
H -0.369 2.883 -1.432
H 0.491 3.335 0.481
H 2.593 0.618 0.927
H -0.383 1.216 -6.900
H -1.689 1.680 -8.001
H -1.890 3.817 -6.851
H -4.125 2.495 -2.614
H -9.778 1.833 2.230
```

## Properties
F_max = 0.40 eV/A
lowest unoccupied orbital energy = -0.6 eV



Density functional theory data (ωB97M-V/def2-TZVPD) for C6H10OS2 in the gas phase at a distorted geometry.

```
19
Properties=species:S:1:pos:R:3
S -2.558 0.800 -0.403
S -1.603 -1.454 0.328
O -3.782 1.162 0.358
C 0.262 0.551 0.587
C -0.124 -1.538 -0.596
C 0.661 0.245 -2.043
C -1.267 0.210 0.812
C 1.186 0.308 1.736
C 0.712 -0.326 -0.572
H -0.343 0.622 -2.217
H 1.402 0.986 -2.115
H 1.335 -0.817 1.787
H 0.824 -0.630 -2.652
H 2.149 0.668 1.668
H -1.627 0.377 1.756
H 1.710 -0.655 -0.377
H 0.273 1.486 0.239
H 0.752 0.494 2.748
H 0.038 -2.488 -1.044
```

## Properties
F_max = 4.62 eV/A
lowest unoccupied orbital energy (alpha / beta) = -0.4 / 0.1 eV
ΔE to the lowest compared entry with this formula, charge and spin = 267.0 kJ/mol
SMILES = C[C@H]1[C@H](C)C=S2#S(=O)[C@H]12